(1)
C23H17F6N2 | wB97M-V/def2-TZVPD

Each line ends with the natural charge from an NBO analysis.
Geometry (Å):
F -1.21 -2.46 6.05  -0.3118
C 0.03 -2.09 5.62  0.9676
F 0.81 -1.93 6.74  -0.3130
F 0.55 -3.15 4.92  -0.3118
C 0.00 -0.85 4.78  -0.0640
C 1.14 -0.06 4.70  -0.1814
C 1.12 1.08 3.91  -0.1374
C -0.05 1.46 3.18  -0.0849
C -0.02 2.69 2.47  0.0933
C -0.78 3.06 1.32  -0.0951
C -1.84 2.29 0.75  -0.1383
C -2.71 2.87 -0.16  -0.1852
C -2.46 4.15 -0.64  -0.0473
C -3.41 4.77 -1.63  0.9654
F -3.26 6.13 -1.71  -0.3146
F -3.22 4.27 -2.89  -0.3092
F -4.71 4.53 -1.29  -0.3108
C -1.31 4.85 -0.26  -0.2085
C -0.51 4.32 0.72  -0.0922
C -1.21 0.66 3.34  -0.1448
C -1.16 -0.52 4.08  -0.1898
H 2.04 -0.34 5.25  0.2571
H 2.01 1.70 3.84  0.2326
H 0.82 3.36 2.70  0.2393
H -1.98 1.25 1.02  0.2338
H -3.60 2.33 -0.51  0.2575
H -1.08 5.81 -0.72  0.2601
H 0.36 4.89 1.07  0.2393
H -2.16 0.96 2.92  0.2280
H -2.02 -1.18 4.13  0.2579
N -1.96 8.72 2.33  -0.7908
C -1.41 7.91 3.26  0.2026
C -1.64 6.51 3.22  -0.3071
C -1.08 5.69 4.21  0.0003
C -0.30 6.30 5.24  0.0578
N 0.06 5.31 6.14  -0.4919
C -0.43 4.09 5.70  0.0110
C -1.11 4.29 4.50  -0.3539
C -0.07 7.68 5.31  -0.1816
C -0.61 8.48 4.30  -0.2641
H -1.77 9.72 2.33  0.4006
H -2.50 8.36 1.56  0.3951
H -2.26 6.07 2.44  0.2053
H 0.57 5.47 7.00  0.4285
H -0.26 3.18 6.26  0.2251
H -1.71 3.57 3.96  0.2212
H 0.51 8.09 6.13  0.2276
H -0.45 9.56 4.30  0.2225

energy relative to the best compared isomer or geometry (same formula, charge and spin): 43.7 kcal/mol
E_HOMO: -10.05 eV
gap between HOMO and LUMO: 3.91 eV
total charge: +1

(2)
C23H18ClN5OS | wB97M-V/def2-TZVPD

Each line ends with the natural charge from an NBO analysis.
Geometry (Å):
C 0.92 4.44 -0.36  -0.7280
C -0.06 3.36 -0.70  0.5259
O -0.45 3.15 -1.84  -0.5774
C -0.60 2.56 0.41  -0.1178
N -1.61 1.76 0.35  -0.1518
N -2.29 1.53 -0.74  -0.3861
C -3.38 0.68 -0.72  0.2419
C -4.01 0.34 -1.91  -0.2762
C -5.09 -0.52 -1.90  -0.1757
C -5.54 -1.07 -0.71  -0.2649
C -4.91 -0.72 0.48  -0.0089
Cl -5.46 -1.39 1.97  0.0082
C -3.84 0.15 0.49  -0.2960
S 0.17 2.64 2.02  0.2983
C 1.66 1.85 1.53  0.1507
N 2.84 2.39 1.45  -0.2793
N 3.68 1.47 0.99  -0.2770
C 3.02 0.36 0.77  0.3107
C 3.62 -0.86 0.27  -0.0408
C 4.78 -0.75 -0.50  -0.1789
C 5.40 -1.89 -0.99  -0.2122
C 4.87 -3.14 -0.70  -0.2000
C 3.74 -3.25 0.08  -0.2125
C 3.11 -2.12 0.57  -0.2012
N 1.70 0.54 1.10  -0.4122
C 0.60 -0.32 0.93  0.2086
C -0.19 -0.67 2.01  -0.2197
C -1.27 -1.51 1.82  -0.2079
C -1.56 -2.00 0.56  -0.2028
C -0.78 -1.64 -0.52  -0.2004
C 0.31 -0.80 -0.35  -0.2400
H 0.51 5.08 0.42  0.2429
H 1.14 5.02 -1.25  0.2358
H 1.84 4.01 0.03  0.2714
H -2.01 1.96 -1.62  0.4183
H -3.65 0.76 -2.84  0.2187
H -5.57 -0.79 -2.83  0.2214
H -6.38 -1.75 -0.70  0.2290
H -3.35 0.43 1.41  0.2546
H 5.17 0.23 -0.71  0.2346
H 6.29 -1.80 -1.59  0.2168
H 5.36 -4.03 -1.08  0.2147
H 3.34 -4.23 0.32  0.2157
H 2.24 -2.22 1.20  0.2176
H 0.05 -0.29 2.99  0.2309
H -1.88 -1.79 2.66  0.2248
H -2.41 -2.65 0.41  0.2238
H -1.01 -2.00 -1.51  0.2216
H 0.93 -0.51 -1.18  0.2311

E_HOMO: -8.40 eV
SMILES: CC(=O)/C(=N\Nc1cccc(Cl)c1)Sc1nnc(-c2ccccc2)n1-c1ccccc1
gap between HOMO and LUMO: 8.01 eV
total charge: 0

(3)
C23H18IIrN5O4S | wB97M-V/def2-TZVPD

Each line ends with the Mulliken spin population.
Geometry (Å):
Ir -0.75 -1.79 0.28  0.6688
N 4.10 3.26 -2.19  0.0003
C 3.78 2.03 -1.67  0.0004
C 2.96 1.16 -2.40  -0.0028
C 2.60 -0.06 -1.85  -0.0019
C 3.07 -0.41 -0.60  0.0019
C 3.85 0.45 0.15  0.0004
C 4.21 1.66 -0.39  0.0000
S 2.67 -2.04 -0.01  0.0063
O 2.29 -2.85 -1.14  -0.0007
O 3.69 -2.53 0.87  -0.0006
N 1.26 -1.80 0.81  -0.0047
C 1.13 -1.57 2.10  0.0092
N -0.16 -1.69 2.52  -0.0240
C -0.42 -1.59 3.81  0.0098
C 0.59 -1.33 4.73  -0.0007
C 1.86 -1.15 4.20  0.0037
N 2.13 -1.27 2.92  -0.0013
H 3.93 3.41 -3.16  0.0000
H 4.83 3.79 -1.75  0.0000
H 2.62 1.44 -3.38  -0.0001
H 1.97 -0.75 -2.38  0.0006
H 4.15 0.15 1.14  0.0004
H 4.83 2.35 0.17  0.0000
H -1.45 -1.72 4.11  -0.0006
H 0.39 -1.27 5.78  0.0001
H 2.70 -0.88 4.82  -0.0001
I -2.06 7.35 0.24  0.0000
C -1.41 5.34 0.25  -0.0001
C -2.35 4.32 0.26  0.0004
C -1.91 3.01 0.29  -0.0004
C -0.56 2.72 0.33  0.0078
C 0.38 3.75 0.30  0.0009
C -0.05 5.07 0.25  0.0002
C -0.09 1.29 0.46  -0.0018
O 0.94 1.05 1.07  0.0007
O -0.88 0.46 -0.10  0.0256
H -3.40 4.55 0.26  0.0001
H -2.62 2.19 0.29  -0.0008
H 1.43 3.51 0.32  0.0002
H 0.67 5.87 0.24  0.0001
N -2.45 -2.46 -0.33  0.2801
C -3.30 -3.09 -1.06  -0.0073
C -2.89 -4.00 -2.09  0.0149
C -3.83 -4.67 -2.83  0.0002
C -5.19 -4.48 -2.62  -0.0003
C -5.62 -3.61 -1.62  0.0005
C -4.71 -2.93 -0.85  0.0171
H -1.83 -4.14 -2.23  0.0001
H -3.50 -5.36 -3.59  0.0002
H -5.91 -5.01 -3.21  0.0001
H -6.67 -3.47 -1.44  0.0008
H -5.02 -2.25 -0.07  -0.0038

spin multiplicity: 2
energy relative to the best compared isomer or geometry (same formula, charge and spin): 56.1 kcal/mol
E_HOMO (alpha / beta): -7.94 / -7.94 eV
gap between HOMO and LUMO (alpha / beta): 5.32 / 5.48 eV
total charge: 0

(4)
C23H18N2O5Pb | wB97M-V/def2-TZVPD

Each line ends with the natural charge from an NBO analysis.
Geometry (Å):
Pb 1.43 1.87 -1.92  1.0260
C 2.58 -0.20 1.68  -0.6662
C 2.34 1.30 1.60  0.4263
N 1.76 1.87 0.53  -0.4966
C 1.69 3.24 0.83  0.0495
C 2.16 3.46 2.12  -0.0535
N 2.61 2.22 2.53  -0.4793
C 2.33 4.60 3.03  0.7668
O 1.61 5.71 2.71  -0.6880
O 3.02 4.47 4.05  -0.6468
C 1.12 4.27 -0.10  0.7512
O 0.78 5.36 0.33  -0.6896
O 0.95 3.98 -1.36  -0.7571
H 1.61 -0.60 1.43  0.2683
H 2.92 -0.49 2.72  0.2036
H 3.24 -0.55 0.87  0.2663
H 2.98 2.02 3.46  0.4343
H 1.22 5.56 1.80  0.5045
C 3.81 0.31 -4.01  -0.7666
C 3.55 0.73 -2.62  0.2255
O 4.27 0.78 -1.66  -0.6910
H 4.90 0.14 -4.21  0.1372
H 3.56 1.12 -4.67  0.2155
H 3.26 -0.58 -4.41  0.2280
C -0.43 0.68 -1.63  -0.6256
C -1.21 -0.22 -1.24  -0.0610
C -1.89 -1.31 -0.65  -0.3809
C -2.36 -1.03 0.69  0.0911
C -1.88 0.10 1.34  -0.2717
C -2.31 0.40 2.63  -0.2104
C -3.10 -0.50 3.32  -0.3296
C -3.65 -1.60 2.65  -0.2044
C -3.27 -1.86 1.35  -0.3022
C -2.12 -2.49 -1.40  0.0125
C -2.21 -3.76 -0.84  -0.2529
C -2.27 -4.88 -1.60  -0.2156
C -2.37 -4.78 -3.02  -0.3283
C -2.34 -3.51 -3.59  -0.2168
C -2.08 -2.40 -2.80  -0.2314
H -1.18 0.77 0.86  0.2354
H -1.95 1.25 3.17  0.1897
H -3.36 -0.32 4.36  0.1792
H -4.31 -2.33 3.17  0.1797
H -3.86 -2.64 0.83  0.2025
H -2.19 -3.89 0.24  0.2023
H -2.36 -5.84 -1.14  0.1816
H -2.54 -5.67 -3.60  0.1807
H -2.47 -3.33 -4.65  0.1869
H -1.99 -1.42 -3.21  0.2208

energy relative to the best compared isomer or geometry (same formula, charge and spin): 18.8 kcal/mol
E_HOMO: 0.47 eV
gap between HOMO and LUMO: 4.12 eV
total charge: -2

(5)
C23H19F6N4O6S4W | wB97M-V/def2-TZVPD

Each line ends with the Mulliken spin population.
Geometry (Å):
W -0.06 0.07 -0.46  1.7836
C 1.71 1.99 2.34  0.0158
C 0.26 2.16 2.05  0.0231
N -0.47 1.47 1.20  0.0523
C -1.82 1.77 1.33  -0.0164
C -2.10 2.72 2.25  -0.0126
S -0.65 3.25 2.97  0.0086
C -2.77 0.99 0.55  0.0580
C -4.11 1.10 0.51  0.0076
S -4.75 -0.07 -0.55  -0.0003
C -3.20 -0.67 -0.89  0.0002
N -2.25 -0.02 -0.25  -0.0595
C -3.03 -1.82 -1.83  0.0045
H 2.29 1.81 1.44  -0.0044
H 1.84 1.14 3.00  0.0024
H 2.11 2.88 2.83  0.0007
H -3.06 3.11 2.53  0.0004
H -4.74 1.79 1.04  0.0006
H -3.66 -2.65 -1.52  0.0008
H -2.00 -2.16 -1.84  -0.0020
H -3.32 -1.53 -2.84  0.0011
O -1.66 1.63 -3.86  0.0039
C -1.04 1.02 -3.03  0.0330
O -0.88 1.38 -1.76  -0.0201
C -0.35 -0.28 -3.37  0.0306
C -0.16 -0.70 -4.66  -0.0119
C 0.53 -1.88 -4.88  0.0232
C 0.99 -2.61 -3.79  -0.0150
C 0.76 -2.13 -2.52  0.0397
N 0.10 -0.98 -2.31  -0.0834
H -0.54 -0.08 -5.46  0.0007
H 0.72 -2.23 -5.89  0.0005
H 1.55 -3.53 -3.92  0.0002
H 1.11 -2.66 -1.64  0.0009
F 5.50 -0.97 0.94  -0.0002
C 4.27 -0.72 1.32  -0.0004
F 4.25 0.29 2.17  0.0001
F 3.74 -1.79 1.90  0.0003
S 3.26 -0.35 -0.17  0.0066
O 1.88 -0.32 0.40  0.0720
O 3.49 -1.39 -1.13  0.0009
N 3.77 1.10 -0.52  -0.0013
S 3.02 1.75 -1.77  0.0094
O 1.74 1.04 -1.93  0.0151
O 3.83 1.95 -2.92  0.0001
C 2.61 3.45 -1.16  -0.0045
F 2.51 4.25 -2.20  -0.0001
F 1.44 3.44 -0.52  0.0014
F 3.56 3.87 -0.34  0.0002
C -0.44 -1.84 0.53  0.0854
C -0.89 -1.57 1.95  -0.0644
C 0.03 -1.18 2.92  -0.0040
C -0.39 -0.83 4.20  -0.0003
C -1.74 -0.89 4.53  0.0072
C -2.66 -1.32 3.58  -0.0007
C -2.23 -1.67 2.31  0.0168
H -1.15 -2.49 0.02  0.0027
H 0.53 -2.35 0.54  -0.0059
H 1.08 -1.14 2.68  -0.0043
H 0.34 -0.54 4.95  -0.0006
H -2.07 -0.62 5.53  0.0001
H -3.70 -1.41 3.84  -0.0002
H -2.95 -2.02 1.58  0.0016

spin multiplicity: 3
energy relative to the best compared isomer or geometry (same formula, charge and spin): 9.7 kcal/mol
E_HOMO (alpha / beta): -11.06 / -11.32 eV
gap between HOMO and LUMO (alpha / beta): 7.70 / 7.42 eV
total charge: +1

(6)
C23H19FN6O4PdSeSi | wB97M-V/def2-TZVPD

Each line ends with the natural charge from an NBO analysis.
Geometry (Å):
Pd 0.33 0.08 -0.23  0.9050
Se 4.25 -5.47 3.30  0.9867
N 2.60 -5.32 2.68  -0.6122
C 2.40 -4.07 2.30  0.0970
C 1.18 -3.60 1.73  -0.0862
C 0.05 -4.39 1.56  -0.0911
C -1.08 -3.83 0.98  -0.2403
C -1.06 -2.52 0.56  0.0954
N 0.00 -1.72 0.74  -0.4027
C 1.12 -2.23 1.34  0.1779
C 2.22 -1.36 1.52  0.2329
N 2.09 -0.07 1.10  -0.4865
C 3.11 0.76 1.22  0.0955
C 4.34 0.38 1.74  -0.2216
C 4.51 -0.93 2.17  -0.1245
C 3.45 -1.82 2.09  -0.1178
C 3.52 -3.19 2.48  0.1907
N 4.59 -3.76 3.00  -0.6335
H 0.08 -5.42 1.87  0.2448
H -1.98 -4.42 0.86  0.2378
H -1.92 -2.07 0.06  0.2343
H 2.96 1.78 0.88  0.2250
H 5.15 1.08 1.80  0.2366
H 5.46 -1.27 2.56  0.2428
C 0.56 -0.81 -6.09  -1.0860
Si 1.30 -1.88 -4.70  1.5708
C 0.96 -3.74 -4.97  -1.0862
C 3.17 -1.56 -4.56  -1.0850
C 0.60 -1.34 -3.05  -0.6282
C 0.29 -0.87 -1.98  -0.2296
H 0.94 -1.12 -7.06  0.2289
H 0.82 0.23 -5.96  0.2399
H -0.53 -0.88 -6.13  0.2370
H 1.36 -4.06 -5.93  0.2290
H -0.10 -3.97 -4.96  0.2353
H 1.44 -4.34 -4.20  0.2335
H 3.68 -1.78 -5.49  0.2242
H 3.62 -2.16 -3.78  0.2324
H 3.37 -0.52 -4.31  0.2474
F -0.96 5.82 1.75  -0.3049
C 0.23 5.65 1.14  0.2072
C 0.31 4.89 0.03  0.0102
N 1.48 4.71 -0.64  -0.4122
C 1.53 3.84 -1.79  -0.3212
C 1.29 2.36 -1.38  0.7554
O 2.14 1.50 -1.61  -0.6697
O 0.19 2.14 -0.79  -0.7449
C 2.66 5.29 -0.19  0.7854
O 3.73 5.13 -0.74  -0.6201
N 2.53 6.05 0.95  -0.6314
C 1.39 6.31 1.71  0.5952
O 1.45 7.00 2.70  -0.5710
H -0.55 4.37 -0.36  0.2583
H 2.52 3.93 -2.24  0.2661
H 0.75 4.13 -2.50  0.2163
H 3.39 6.48 1.28  0.4319

E_HOMO: -8.41 eV
gap between HOMO and LUMO: 6.73 eV
total charge: 0

(7)
C23H19N2O | wB97M-V/def2-TZVPD

Each line ends with the natural charge from an NBO analysis.
Geometry (Å):
C -3.50 2.09 -5.54  -0.2658
O -3.16 0.83 -4.92  -0.4522
C -2.24 0.79 -3.92  0.4252
C -2.10 -0.45 -3.25  -0.2666
C -1.26 -0.56 -2.17  -0.0898
C -0.52 0.56 -1.68  -0.2262
C 0.33 0.44 -0.54  0.0968
C 0.89 1.53 0.20  -0.0997
C 2.03 1.28 1.02  -0.1304
C 2.74 2.33 1.59  -0.2137
C 2.33 3.66 1.39  -0.0992
C 1.16 3.92 0.65  -0.2265
C 0.40 2.87 0.14  -0.1444
C -0.58 1.75 -2.46  -0.0181
C -1.45 1.90 -3.53  -0.3427
H -4.26 1.82 -6.27  0.2261
H -3.91 2.80 -4.81  0.1959
H -2.63 2.53 -6.05  0.1939
H -2.68 -1.30 -3.61  0.2527
H -1.16 -1.52 -1.66  0.2257
H 0.79 -0.54 -0.39  0.2517
H 2.35 0.24 1.15  0.2366
H 3.64 2.11 2.18  0.2462
H 2.92 4.48 1.79  0.2419
H 0.86 4.95 0.45  0.2420
H -0.56 3.08 -0.34  0.2323
H 0.09 2.58 -2.22  0.2213
H -1.52 2.85 -4.06  0.2467
N 2.92 -1.20 6.32  -0.2862
C 2.34 -1.65 5.41  0.2662
C 1.66 -2.27 4.31  -0.1949
C 0.97 -1.48 3.37  -0.1608
C 0.37 -2.10 2.27  -0.0384
C 0.46 -3.52 2.15  0.1371
N -0.34 -3.91 1.09  -0.5185
C -0.92 -2.80 0.51  -0.0047
C -0.47 -1.66 1.18  -0.3498
C 1.06 -4.31 3.11  -0.2267
C 1.68 -3.67 4.19  -0.1450
H 0.90 -0.39 3.48  0.2248
H -0.50 -4.87 0.83  0.4280
H -1.58 -2.90 -0.35  0.2166
H -0.77 -0.64 1.02  0.2212
H 1.02 -5.40 3.02  0.2314
H 2.19 -4.25 4.95  0.2398

energy relative to the best compared isomer or geometry (same formula, charge and spin): 30.3 kcal/mol
E_HOMO: -11.00 eV
gap between HOMO and LUMO: 5.48 eV
total charge: +1

(8)
C23H19N2O4SSeTc | wB97M-V/def2-TZVPD

Each line ends with the Mulliken spin population.
Geometry (Å):
Tc 0.56 1.28 -1.01  1.0435
C -3.78 -4.34 2.70  0.0001
C -3.26 -3.03 2.17  0.0024
C -2.13 -3.01 1.34  -0.0033
C -1.64 -1.83 0.83  0.0044
C -2.29 -0.64 1.17  0.0014
C -3.42 -0.62 1.99  0.0023
C -3.89 -1.83 2.48  -0.0010
S -1.72 0.85 0.52  -0.0098
O -1.60 0.72 -0.96  0.0355
O -2.47 1.94 1.07  0.0001
N -0.12 0.96 0.80  0.0010
C 0.60 1.50 1.89  -0.0132
C 0.24 1.54 3.20  -0.0066
C 1.14 2.09 4.15  0.0012
C 2.36 2.57 3.78  -0.0046
C 2.75 2.55 2.41  -0.0006
C 3.96 3.08 1.92  0.0002
C 4.21 3.07 0.57  -0.0008
C 3.27 2.52 -0.30  0.0022
N 2.14 2.00 0.13  -0.0014
C 1.85 2.01 1.48  0.0284
H -2.97 -4.97 3.06  0.0001
H -4.30 -4.89 1.90  0.0002
H -4.49 -4.19 3.51  0.0000
H -1.63 -3.94 1.09  -0.0002
H -0.77 -1.81 0.19  -0.0068
H -3.90 0.31 2.22  -0.0001
H -4.76 -1.84 3.12  0.0000
H -0.73 1.17 3.51  0.0004
H 0.85 2.12 5.19  0.0000
H 3.04 2.99 4.51  0.0000
H 4.68 3.51 2.61  0.0001
H 5.12 3.49 0.17  0.0005
H 3.43 2.49 -1.37  -0.0016
Se 1.66 -0.83 -1.35  -0.0704
C 1.06 -1.31 -3.09  0.0027
C 1.96 -2.00 -3.90  -0.0042
C 1.56 -2.38 -5.17  0.0030
C 0.28 -2.09 -5.62  -0.0066
C -0.61 -1.41 -4.79  0.0052
C -0.23 -1.02 -3.52  -0.0005
H 2.96 -2.22 -3.55  0.0000
H 2.26 -2.91 -5.81  0.0000
H -0.03 -2.40 -6.61  -0.0001
H -1.61 -1.19 -5.14  0.0002
H -0.93 -0.51 -2.88  -0.0037
O 0.99 2.07 -2.89  0.0056
C 0.32 3.15 -2.68  0.0007
O -0.14 3.35 -1.53  -0.0055
H 0.15 3.85 -3.50  -0.0005

spin multiplicity: 2
energy relative to the best compared isomer or geometry (same formula, charge and spin): 0.0 kcal/mol
E_HOMO (alpha / beta): -11.03 / -11.32 eV
gap between HOMO and LUMO (alpha / beta): 5.72 / 6.67 eV
total charge: +1

(9)
C23H20AgN2O2P | wB97M-V/def2-TZVPD

Each line ends with the natural charge from an NBO analysis.
Geometry (Å):
Ag 2.14 1.82 1.61  0.8137
O -1.67 1.72 2.97  -0.6854
C -0.62 2.12 2.48  0.7752
O 0.49 2.31 3.08  -0.8488
C -0.61 2.45 0.96  -0.7894
P 0.52 1.42 -0.12  0.7661
C 0.70 -0.16 -1.06  -0.3259
C -0.26 -1.09 -1.45  -0.2204
C 0.10 -2.18 -2.24  -0.1944
C 1.42 -2.37 -2.63  -0.2085
C 2.37 -1.45 -2.24  -0.2298
C 2.02 -0.36 -1.46  -0.1644
C 0.24 2.48 -1.60  -0.3620
C 0.87 3.71 -1.73  -0.1466
C 0.60 4.55 -2.80  -0.2271
C -0.32 4.16 -3.77  -0.2127
C -0.96 2.94 -3.65  -0.1927
C -0.67 2.10 -2.58  -0.2248
H -0.03 3.37 0.81  0.2460
H -1.61 2.63 0.57  0.2312
H -1.29 -0.99 -1.15  0.2202
H -0.66 -2.89 -2.54  0.2153
H 1.69 -3.22 -3.24  0.2164
H 3.41 -1.57 -2.54  0.2155
H 2.77 0.37 -1.16  0.2123
H 1.59 4.02 -0.98  0.2021
H 1.11 5.50 -2.89  0.2138
H -0.53 4.81 -4.60  0.2142
H -1.67 2.62 -4.40  0.2124
H -1.17 1.14 -2.52  0.2128
N 1.99 -0.82 2.05  -0.8719
C 0.97 -1.84 2.21  0.1317
C 1.34 -3.04 2.75  -0.2198
C 0.41 -4.06 3.04  -0.2122
C -0.92 -3.83 2.81  -0.1686
C -1.34 -2.61 2.24  -0.1114
C -2.71 -2.35 2.02  -0.1296
C -3.09 -1.16 1.47  -0.2486
C -2.08 -0.25 1.12  0.1036
N -0.80 -0.44 1.29  -0.4794
C -0.40 -1.60 1.90  0.2292
H 2.51 -0.78 2.92  0.3800
H 2.62 -1.07 1.30  0.3808
H 2.38 -3.21 2.97  0.2100
H 0.75 -4.99 3.46  0.2180
H -1.66 -4.58 3.05  0.2124
H -3.44 -3.11 2.29  0.2158
H -4.13 -0.91 1.31  0.2246
H -2.37 0.68 0.65  0.2012

E_HOMO: -7.98 eV
gap between HOMO and LUMO: 7.66 eV
total charge: 0